Version i
{"formula": "CH4N2O2S", "method": "the ωB97M-V functional and the def2-TZVPD basis", "multiplicity": 1, "homo_lumo_gap_ha": 0.37432, "elements": ["O", "C", "N", "O", "N", "S", "H", "H", "H", "H"], "coordinates": [[-0.52698, 1.28400, -0.05084], [-0.44261, 0.07384, 0.03412], [-1.53934, -0.73360, 0.05601], [-2.71497, 0.00594, -0.00288], [0.69654, -0.66468, 0.03028], [2.22014, 0.03301, -0.09495], [-1.57148, -1.28655, -0.73906], [-2.43116, 0.90658, 0.22962], [0.65828, -1.62029, 0.46925], [2.31298, 0.49750, 1.18042]]}

=====

Version ii
{"formula": "CH4N2O2S", "method": "the ωB97M-V functional and the def2-TZVPD basis", "multiplicity": 1, "homo_lumo_gap_ha": 0.33052, "elements": ["C", "N", "N", "O", "O", "S", "H", "H", "H", "H"], "coordinates": [[-0.29729, -0.73038, 0.19384], [-0.41107, 2.04556, -0.33812], [0.78275, 1.86107, -0.26144], [1.96411, 0.12018, 1.28337], [2.12337, -0.61460, -0.94939], [1.27754, 0.01956, 0.01791], [-1.02840, -0.00737, 0.55430], [-0.26578, -1.78669, 0.74798], [-0.73688, -0.84168, -0.86503], [1.60786, 2.43301, -0.03634]]}

=====

Verdict on stability: version ii comes out at the bottom.

=====

Version i
{"formula": "CH4N2O2S", "method": "the ωB97M-V functional and the def2-TZVPD basis", "multiplicity": 1, "homo_lumo_gap_ha": 0.30344, "elements": ["C", "N", "N", "O", "O", "S", "H", "H", "H", "H"], "coordinates": [[0.09523, -0.85941, -0.07513], [0.26988, -0.18477, 1.02106], [-0.87493, -1.82799, 0.06744], [1.70029, 2.44271, -0.55227], [-0.22433, 2.30856, -2.19722], [1.02530, 1.81902, -1.66691], [-0.16152, -0.51302, 1.85007], [1.07058, 0.49891, 1.24490], [-1.35376, -1.70852, 1.00794], [-1.54674, -1.97550, -0.69986]]}

=====

Version ii
{"formula": "CH4N2O2S", "method": "the ωB97M-V functional and the def2-TZVPD basis", "multiplicity": 1, "homo_lumo_gap_ha": 0.28122, "elements": ["C", "N", "N", "O", "O", "S", "H", "H", "H", "H"], "coordinates": [[-1.04412, 1.38362, -0.84706], [-0.75592, -0.70057, 0.45071], [1.10936, -0.76532, -0.12879], [-1.29461, -1.69779, 0.37002], [-1.01940, 0.16160, -0.88865], [-0.58992, 2.36934, 0.44167], [1.25925, -1.55480, -0.77228], [1.05123, 0.08870, -0.64851], [1.65612, -0.58882, 0.74789], [-0.37199, 1.30403, 1.27501]]}

=====

Verdict on stability: version ii comes out at the bottom.

=====

Version i
{"formula": "CH4N2O2S", "method": "the ωB97M-V functional and the def2-TZVPD basis", "multiplicity": 1, "homo_lumo_gap_ha": 0.32721, "elements": ["H", "N", "C", "O", "N", "O", "H", "S", "H", "H"], "coordinates": [[-0.28871, 0.65470, -0.11204], [-0.65367, -0.01156, 0.56693], [-0.99277, -1.11186, 0.09808], [-0.93712, -1.56238, -1.18196], [-0.40095, -0.61991, -2.10974], [-0.32282, -1.04808, -3.20284], [-1.39194, -1.89348, 0.73577], [2.18616, 1.63538, 1.52002], [1.03085, 1.09284, 1.88137], [1.77097, 2.86434, 1.80440]]}

=====

Version ii
{"formula": "CH4N2O2S", "method": "the ωB97M-V functional and the def2-TZVPD basis", "multiplicity": 1, "homo_lumo_gap_ha": 0.27703, "elements": ["C", "N", "N", "O", "O", "S", "H", "H", "H", "H"], "coordinates": [[-1.01192, -0.67692, 0.27724], [-2.04787, -0.76525, -0.54940], [-0.77766, 0.56722, 0.69142], [2.92318, 1.19101, -0.58893], [4.16613, -0.83047, -0.04025], [3.03353, 0.01332, 0.22652], [-2.61123, 0.03678, -0.84160], [-2.30272, -1.65615, -0.93674], [-1.34215, 1.37596, 0.42392], [-0.02931, 0.74450, 1.33785]]}

=====

Verdict on stability: version i comes out at the bottom.

=====

Version i
{"formula": "CH4N2O2S", "method": "the ωB97M-V functional and the def2-TZVPD basis", "multiplicity": 1, "homo_lumo_gap_ha": [0.32196, 0.32195], "elements": ["C", "N", "N", "O", "O", "S", "H", "H", "H", "H"], "coordinates": [[0.96289, 1.26669, 0.05361], [-0.78790, -2.31446, 0.78352], [-0.33156, -1.44185, 0.09069], [-1.37558, 0.14220, -1.81978], [-0.45478, 1.15598, 0.37654], [-1.51228, 0.13846, -0.39112], [1.23337, 2.30520, 0.24062], [0.94527, 1.22605, -1.06648], [1.34726, 0.36966, 0.52803], [-0.02670, -2.84792, 1.20437]]}

=====

Version ii
{"formula": "CH4N2O2S", "method": "the ωB97M-V functional and the def2-TZVPD basis", "multiplicity": 1, "homo_lumo_gap_ha": [0.31698, 0.31703], "elements": ["C", "N", "N", "O", "O", "S", "H", "H", "H", "H"], "coordinates": [[-0.78579, -0.56492, -0.67414], [-1.99980, -0.88993, -0.57815], [-0.27117, 0.36488, 0.11336], [2.45798, 1.87865, 0.42703], [2.08213, -0.99260, 0.49953], [1.45211, -0.03018, -0.35094], [2.96160, 1.26195, 0.97431], [-2.36931, -1.47063, -1.27029], [-2.65745, -0.30120, -0.04601], [-0.87030, 0.74398, 0.90530]]}

=====

Verdict on stability: version ii comes out at the bottom.